Record 1
An isolated ion of composition C7H12N3 and charge +1 at a distorted geometry. Source: OMol25; level of theory: ωB97M-V/def2-TZVPD.

Geometry as XYZ:
```
22
Properties=species:S:1:pos:R:3:forces:R:3:nbo_charge:R:1
C 1.944 0.215 0.458 0.43 -2.07 1.83 -0.0174
C 1.960 1.449 -0.069 1.68 2.24 0.40 0.0191
C 0.380 0.290 -1.141 1.44 1.95 1.55 0.5012
C -0.623 -1.674 1.298 -1.61 -1.24 0.84 -0.4318
C 0.351 -1.744 0.111 1.96 -0.52 4.33 -0.2164
C -1.988 -1.126 0.766 1.92 -1.85 -0.43 -0.3342
C 0.679 2.719 -1.730 -2.80 1.18 -2.59 -0.4347
N 0.889 -0.423 -0.105 -0.51 -0.46 -1.88 -0.3557
N 0.996 1.531 -1.006 -0.95 -1.31 -0.49 -0.3763
N -1.916 0.244 0.672 -1.86 1.43 -2.01 -0.3991
H 2.650 -0.252 1.207 -1.15 0.58 -1.12 0.2711
H 2.683 2.258 0.250 -1.12 -0.92 -1.00 0.2683
H -0.871 -2.647 1.823 0.74 0.55 -1.20 0.2460
H -0.226 -1.091 2.182 -0.45 -0.05 -1.31 0.2376
H 1.197 -2.402 0.376 -0.29 0.18 -0.23 0.2317
H -0.088 -2.108 -0.737 -1.12 -0.68 -2.24 0.2338
H -2.499 -1.717 -0.094 1.44 0.91 0.44 0.2306
H -2.761 -1.371 1.420 -1.54 -0.29 2.15 0.2606
H 0.010 2.551 -2.723 1.90 -0.25 2.34 0.2574
H -0.028 3.319 -1.120 0.85 -0.01 -0.17 0.2401
H 1.579 3.252 -2.037 -0.21 0.00 0.27 0.2408
H -2.854 0.454 0.220 1.25 0.64 0.50 0.3271
```
Positions in Å, forces in eV/Å.

Results
* charge: +1
* HOMO level (alpha / beta): -13.32 / -14.06 eV
* gap between HOMO and LUMO (alpha / beta): 6.2 / 9.8 eV
* ΔE to the lowest compared entry with this formula, charge and spin: 649.9 kJ/mol

=====

Record 2
C28H46F2GaO8 as an isolated structure at a distorted geometry. Source: OMol25; level of theory: ωB97M-V/def2-TZVPD.

Geometry as XYZ:
```
85
Properties=species:S:1:pos:R:3:forces:R:3:lowdin_charge:R:1
C 0.313 -1.109 -5.027 -0.62 -0.35 -0.94 -0.1688
C -0.044 0.481 -4.835 0.69 -0.39 -0.49 -0.3085
C 0.768 1.215 -3.600 0.98 -0.33 -0.67 -0.4453
C 1.930 0.242 -2.918 0.00 -0.32 -0.67 -0.2158
Ga -0.636 1.915 -2.243 -0.15 -0.13 -0.36 0.3019
C -0.947 3.957 -2.292 -0.10 1.82 0.04 -0.3047
C 0.201 4.850 -1.516 -0.30 -0.80 -1.09 -0.3022
O -0.464 5.449 -0.336 2.98 0.32 0.35 -0.2337
C 0.509 6.131 0.542 0.22 0.61 -0.08 -0.1926
C 0.172 5.910 2.152 0.85 0.77 -0.55 -0.1622
O -1.056 5.071 2.352 3.24 -2.04 1.84 -0.1577
C -0.584 3.755 2.856 1.50 -3.62 0.55 -0.1548
C 0.377 2.884 1.849 -0.41 -1.62 2.97 0.0394
C 1.024 1.426 2.264 -3.17 3.34 3.03 0.0021
C 0.675 0.839 3.781 -0.65 2.52 -0.83 -0.0962
C 1.371 -0.609 4.162 -2.05 -0.77 -0.11 -0.4388
C 0.531 -1.734 3.250 0.64 0.08 -0.59 -0.0852
C 1.071 -1.075 5.740 0.95 0.48 -0.18 -0.1008
C 2.932 -0.765 3.714 -0.05 0.42 -0.90 -0.1493
C 3.958 0.403 4.197 2.08 0.06 0.38 -0.4912
C 5.395 -0.370 4.566 -1.33 -0.41 0.79 -0.1264
C 3.543 1.229 5.544 0.31 1.19 -0.51 -0.1035
C 4.372 1.485 2.994 0.35 -0.54 0.13 -0.0789
C -0.329 1.653 4.836 1.31 1.72 -4.61 -0.0202
C -0.941 3.120 4.332 1.89 -1.53 -1.93 -0.0048
H 1.329 -1.270 -5.628 -2.02 0.32 1.61 0.0751
H -0.529 -1.569 -5.717 1.81 0.89 1.38 0.0502
H 0.293 -1.737 -4.023 0.21 1.46 -2.08 0.0768
H -1.217 0.560 -4.744 2.41 -0.01 0.03 0.0551
H 0.277 1.025 -5.831 -0.80 -1.14 1.75 0.0960
H 1.332 2.133 -4.065 -0.85 -1.69 0.77 0.0688
H 1.467 -0.687 -2.359 0.83 1.95 -0.98 0.0582
H 2.625 0.810 -2.162 -1.47 -0.90 -1.39 0.0567
H 2.632 -0.205 -3.763 -1.24 0.83 1.69 0.0581
H -0.299 1.338 -0.789 0.24 0.16 0.29 -0.0931
H -2.051 1.233 -2.679 -0.06 0.02 -0.05 -0.0933
H -1.982 4.160 -1.764 2.06 -0.18 -0.99 0.0547
H -1.043 4.345 -3.400 0.13 -0.65 2.08 0.0453
H 0.697 5.677 -2.220 -1.12 -1.45 1.52 0.1195
H 1.088 4.124 -1.207 -1.63 1.52 -0.20 0.0962
H 0.468 7.302 0.327 0.06 -2.38 0.39 0.1234
H 1.636 5.798 0.337 -2.46 0.45 0.33 0.1285
H 1.123 5.444 2.680 -2.20 0.76 -1.07 0.1279
H 0.042 6.994 2.602 -0.25 -2.31 -0.67 0.1214
H 0.618 3.324 0.782 -0.70 -1.04 2.41 0.0772
H 1.705 0.887 1.479 -1.65 1.05 1.80 0.0877
H 1.322 -2.553 2.943 -1.73 1.40 0.52 0.0796
H 0.103 -1.225 2.261 0.96 -1.19 2.20 0.0995
H -0.336 -2.245 3.846 1.64 1.12 -1.16 0.0750
H 1.921 -1.875 5.984 -1.98 1.69 -0.24 0.0945
H 1.143 -0.156 6.484 0.05 -2.01 -1.52 0.0619
H 0.011 -1.551 5.882 2.07 0.89 -0.47 0.0760
H 3.362 -1.842 4.001 -1.15 2.32 -0.31 0.1255
H 2.941 -0.756 2.520 -0.04 -0.06 2.53 0.1221
H 6.253 0.380 4.833 -1.63 -1.41 -0.76 0.0807
H 5.667 -1.118 3.700 -0.29 1.57 1.71 0.0881
H 5.146 -0.990 5.552 0.77 1.07 -2.07 0.0861
H 3.233 0.568 6.457 0.43 1.18 -1.91 0.0726
H 2.721 2.042 5.244 1.50 -2.01 0.91 0.0922
H 4.483 1.876 5.894 -1.85 -1.47 -0.80 0.0920
H 4.190 2.592 3.352 0.20 -2.24 -0.93 0.0870
H 3.800 1.223 2.008 1.02 0.84 1.93 0.0586
H 5.533 1.356 2.747 -2.52 0.36 0.59 0.0827
H -0.585 1.213 5.903 0.58 1.11 -2.59 0.0773
H -1.647 3.708 5.076 1.63 -1.30 -1.83 0.0830
C -4.831 -3.239 -5.407 -1.14 -0.51 0.14 -0.1020
C -3.660 -2.647 -4.701 0.34 -0.06 0.60 -0.3149
O -2.748 -2.380 -5.742 -0.88 0.26 -0.56 0.1168
C -3.521 -2.147 -6.840 0.85 1.25 -2.70 -0.5008
O -3.116 -1.618 -7.862 -0.96 -1.33 2.30 0.1369
O -4.808 -2.572 -6.653 1.03 0.63 -0.40 0.0739
F -3.098 -3.545 -3.862 0.25 -0.14 0.36 0.0793
H -4.726 -4.317 -5.571 0.15 0.28 0.13 0.1349
H -5.771 -3.054 -4.881 0.19 0.02 -0.33 0.1364
H -3.883 -1.720 -4.161 0.20 -0.13 0.10 0.1847
C -3.537 -7.422 -2.597 1.01 -0.71 -0.40 -0.0732
C -4.559 -7.373 -1.513 0.11 0.03 0.86 -0.3324
O -5.184 -6.125 -1.706 -0.05 -0.26 -0.96 0.1520
C -5.081 -5.879 -3.042 -1.33 2.17 -1.61 -0.4810
O -5.736 -5.038 -3.636 1.41 -2.28 1.68 0.1289
O -4.160 -6.697 -3.638 -0.96 0.68 0.28 0.0773
F -3.970 -7.371 -0.296 -0.09 -0.16 0.25 0.0822
H -2.601 -6.927 -2.320 -0.20 -0.01 0.20 0.1540
H -3.314 -8.445 -2.912 -0.12 0.22 -0.13 0.1445
H -5.306 -8.172 -1.564 0.06 0.06 0.19 0.1759
```
Positions in Å, forces in eV/Å.

Results
* charge: -1
* HOMO level: -4.46 eV
* gap between HOMO and LUMO: 6.3 eV

=====

Record 3
A 11-piece molecular cluster, C38H83N5O18S6 overall at a distorted geometry. Source: OMol25; level of theory: ωB97M-V/def2-TZVPD.

Geometry as XYZ:
```
150
Properties=species:S:1:pos:R:3:forces:R:3:lowdin_charge:R:1
O 3.687 -1.070 -7.541 -0.97 0.09 0.20 -0.2794
S 3.039 -0.988 -6.260 0.84 0.85 0.68 0.5756
O 3.852 -1.239 -5.108 -0.15 -0.21 0.33 -0.2963
O 2.442 0.489 -5.996 -0.07 0.40 -1.50 -0.2832
C 2.466 1.527 -7.086 0.07 -0.28 -0.36 -0.1977
C 2.005 2.910 -6.532 1.84 -1.30 -0.88 -0.0541
C 1.602 -2.010 -6.109 -1.24 0.92 -1.12 -0.1101
H 1.692 1.305 -7.891 1.01 -0.32 1.01 0.1274
H 3.488 1.496 -7.575 -1.22 0.19 0.76 0.1269
H 2.041 3.521 -7.436 -0.05 0.40 0.31 0.0848
H 2.576 3.346 -5.705 0.08 -0.27 -0.36 0.0897
H 1.012 2.768 -6.235 -1.48 0.10 0.61 0.0125
H 1.874 -2.992 -5.815 0.64 -0.94 -0.09 0.0603
H 1.056 -2.007 -7.083 0.43 -0.11 0.76 0.0921
H 0.934 -1.657 -5.319 0.26 0.43 -0.13 0.0587
O -3.467 -4.361 -5.782 0.31 -1.08 -0.98 -0.3107
S -2.607 -5.303 -6.478 1.67 -0.18 0.56 0.6516
O -1.448 -4.770 -7.183 -1.41 -0.48 0.41 -0.3101
O -2.039 -6.371 -5.385 -0.84 0.11 -0.35 -0.2789
C -1.357 -5.781 -4.214 0.63 0.34 -1.25 -0.2538
C -0.873 -6.816 -3.267 -1.03 -1.75 -0.01 -0.0640
C -3.544 -6.468 -7.556 1.09 1.29 0.16 -0.0856
H -2.041 -5.110 -3.741 -0.33 0.62 0.21 0.1032
H -0.504 -5.285 -4.660 0.08 0.65 0.24 0.1110
H -1.722 -7.455 -2.990 0.05 0.04 0.03 0.0863
H -0.519 -6.414 -2.327 0.34 0.40 -0.09 0.0824
H -0.151 -7.497 -3.718 0.22 0.27 0.08 0.0875
H -3.018 -7.419 -7.600 -0.04 0.03 0.33 0.0673
H -3.516 -6.029 -8.575 -0.31 -0.06 0.79 0.0809
H -4.514 -6.502 -7.087 -0.36 -0.27 -0.23 0.0587
O -3.673 0.229 3.411 0.66 -0.65 -0.52 -0.2943
S -4.087 -0.432 4.620 1.25 -0.02 -1.12 0.5472
O -3.454 0.082 5.787 -0.26 -0.47 0.95 -0.2689
O -5.620 -0.304 4.636 -0.98 0.30 0.87 -0.2518
C -6.007 1.105 4.378 -1.12 -0.31 0.41 -0.2271
C -6.532 1.122 2.975 -0.60 1.15 -0.33 -0.0635
C -3.975 -2.211 4.454 1.07 1.16 0.04 -0.0788
H -5.131 1.734 4.494 -0.23 0.10 0.11 0.0545
H -6.773 1.334 5.142 0.50 -0.10 -0.40 0.1361
H -5.703 0.973 2.306 0.29 0.25 -0.40 0.0409
H -7.074 2.075 2.739 0.65 -0.75 0.22 0.1059
H -7.209 0.303 2.792 -0.43 -0.29 0.19 0.0784
H -4.674 -2.438 3.708 -1.11 -0.43 -1.05 0.0498
H -4.198 -2.736 5.358 0.02 -0.10 0.62 0.0728
H -2.988 -2.432 4.045 0.07 0.04 0.37 0.0696
O -2.200 2.823 -4.307 0.03 1.49 0.18 -0.2630
S -1.739 1.628 -4.900 0.85 -0.83 -0.40 0.5344
O -0.454 1.070 -4.548 -0.55 0.17 0.02 -0.2996
O -2.903 0.636 -4.558 -0.19 -0.99 -0.13 -0.2577
C -2.483 -0.787 -4.463 -1.09 0.69 1.38 -0.1925
C -3.679 -1.721 -4.285 1.03 0.63 0.17 -0.0409
C -1.780 1.782 -6.696 1.91 -0.53 1.67 -0.0848
H -1.736 -0.735 -3.648 -0.43 -0.92 -0.59 0.1142
H -2.089 -0.995 -5.404 1.31 -0.59 -1.42 0.0905
H -3.318 -2.726 -4.354 0.40 -0.51 -0.30 0.0367
H -4.434 -1.606 -5.048 -0.15 0.25 -0.17 0.0879
H -4.086 -1.677 -3.309 -0.72 0.50 0.97 0.0641
H -1.029 2.549 -6.890 -0.70 0.56 -0.15 0.0587
H -2.800 1.959 -6.857 -1.16 0.56 -1.08 0.0519
H -1.333 0.907 -7.161 -0.57 -0.41 0.12 0.0724
O 2.252 -3.628 -2.069 1.51 -0.87 -0.08 -0.2437
S 1.185 -2.728 -1.923 -0.22 1.57 1.41 0.5259
O 0.040 -2.885 -2.735 -1.43 -0.38 -0.89 -0.2699
O 0.798 -2.756 -0.372 0.25 -0.93 -0.68 -0.2514
C -0.478 -2.229 -0.119 -1.07 1.83 2.45 -0.2796
C -0.637 -2.155 1.438 0.68 -1.01 -1.19 -0.0326
C 1.662 -1.045 -1.959 0.74 0.75 -0.64 -0.0956
H -1.235 -2.781 -0.633 -0.49 -0.67 -0.07 0.1050
H -0.602 -1.174 -0.437 0.47 -0.39 -0.27 0.1050
H -0.385 -3.125 1.897 -0.54 0.21 -0.16 0.0867
H -1.610 -1.778 1.702 -0.46 -0.10 0.15 0.0544
H 0.094 -1.470 1.831 0.33 0.50 0.03 0.0618
H 0.788 -0.394 -2.160 0.61 -0.47 -0.10 0.0783
H 2.447 -0.975 -2.736 -0.48 0.32 0.18 0.0756
H 2.085 -0.778 -0.984 -0.02 -0.12 -0.28 0.0644
O 7.566 -2.312 -0.636 -0.72 -0.22 0.00 -0.2750
S 6.216 -2.807 -0.600 -0.22 1.75 0.80 0.5650
O 5.918 -4.133 -0.201 0.03 -0.86 0.61 -0.2580
O 5.410 -1.740 0.324 1.10 -1.10 0.01 -0.2932
C 4.104 -2.125 0.813 0.42 0.22 0.51 -0.2518
C 3.678 -0.856 1.516 -1.17 -1.32 1.14 -0.0623
C 5.421 -2.530 -2.112 0.25 0.49 -0.01 -0.1235
H 4.125 -3.004 1.492 0.35 0.53 -0.45 0.1382
H 3.516 -2.377 -0.051 -0.58 -0.14 -0.23 0.0719
H 3.573 -0.069 0.798 -0.17 0.66 -0.21 0.0636
H 4.433 -0.618 2.265 -0.02 0.20 -0.07 0.0826
H 2.727 -1.050 2.081 0.67 0.44 -0.63 0.0921
H 4.435 -3.010 -2.123 0.20 0.53 0.04 0.0530
H 6.090 -3.122 -2.697 0.23 -0.13 -1.29 0.0681
H 5.502 -1.441 -2.322 -0.33 -0.91 -0.22 0.0879
C -0.270 -0.740 6.527 -1.29 0.50 0.29 -0.0772
C -0.506 0.767 6.401 -0.25 0.79 -1.95 -0.2905
C 0.080 1.735 7.385 -0.03 -0.05 2.27 -0.1967
C -0.454 1.579 8.759 0.01 -0.68 0.43 -0.2326
N -0.801 1.413 9.845 -0.03 0.18 -0.44 0.1310
H 0.775 -0.951 6.568 0.82 -0.25 -0.18 0.0608
H -0.745 -1.248 5.659 0.42 0.27 0.58 0.0716
H -0.724 -1.132 7.450 0.05 0.05 -0.25 0.0788
H -1.571 1.040 6.380 0.24 -0.71 -0.01 0.0539
H -0.113 1.108 5.404 -0.32 -0.45 0.80 0.0853
H -0.172 2.760 7.206 -0.19 0.69 -0.94 0.0940
H 1.142 1.749 7.556 0.71 -0.37 -0.51 0.1130
C 6.271 1.749 -1.169 1.09 1.28 1.20 -0.0750
C 7.438 2.118 -0.169 -2.43 -0.45 1.09 -0.1831
C 7.084 1.567 1.311 0.17 1.28 -0.93 -0.1325
C 6.121 2.515 1.889 0.57 -1.05 -0.44 -0.2214
N 5.334 3.248 2.267 -0.58 0.65 0.28 0.1806
H 6.208 0.685 -1.251 0.02 -0.67 -0.38 0.0378
H 6.411 2.268 -2.133 -0.09 -0.47 0.39 0.0805
H 5.358 2.099 -0.698 -0.36 0.11 -0.21 0.0595
H 7.502 3.200 -0.095 0.31 0.04 -0.08 0.0970
H 8.334 1.692 -0.500 1.45 -0.51 -0.39 0.0754
H 7.906 1.476 2.034 0.12 0.10 -0.57 0.1190
H 6.605 0.607 1.247 -0.19 -0.56 -0.11 0.0841
C -3.385 0.770 0.254 -2.34 -0.42 1.40 -0.1117
C -3.294 2.223 0.607 0.55 1.56 -0.24 -0.2322
C -2.202 2.928 -0.296 -0.58 -0.75 1.23 -0.1516
C -0.900 2.416 0.085 1.25 -1.01 -0.42 -0.2081
N 0.096 1.859 0.277 -0.84 0.50 -0.04 0.1634
H -3.659 0.661 -0.762 -0.41 -0.12 -1.26 0.0625
H -4.183 0.274 0.875 0.65 0.48 -0.64 0.0759
H -2.540 0.164 0.405 1.55 -0.35 0.41 0.0347
H -3.062 2.411 1.685 -0.30 -0.21 -0.91 0.0970
H -4.223 2.781 0.332 0.44 -0.68 0.52 0.1231
H -2.221 3.993 -0.124 -0.09 0.37 -0.29 0.1145
H -2.372 2.646 -1.336 0.01 0.38 -0.11 0.1119
C -4.233 3.037 7.362 0.63 0.76 -1.00 -0.0769
C -3.234 4.080 6.777 -0.94 -0.82 -2.12 -0.2211
C -2.690 3.644 5.382 1.72 -0.90 -0.25 -0.1883
C -3.674 3.708 4.300 1.34 0.36 2.00 -0.2513
N -4.467 4.058 3.569 -1.55 0.14 -1.67 0.1800
H -4.611 3.495 8.266 0.07 -0.55 0.61 0.0642
H -3.636 2.091 7.476 -1.12 0.73 0.24 0.0793
H -5.134 2.922 6.715 0.83 -0.22 0.21 0.0718
H -2.378 4.141 7.419 0.36 0.43 0.46 0.0872
H -3.660 5.060 6.498 -0.04 -0.20 1.08 0.1152
H -2.210 2.623 5.378 -0.59 0.94 0.12 0.0974
H -1.874 4.349 5.066 -0.63 -0.56 0.28 0.1293
C 3.145 4.955 4.032 -0.30 0.59 -0.38 -0.1121
C 1.956 4.690 3.070 -0.37 -0.82 2.57 -0.2146
C 1.863 3.224 2.589 -0.45 0.55 -0.29 -0.2023
C 1.995 2.222 3.605 -0.11 -0.56 1.65 -0.2231
N 2.064 1.496 4.499 0.09 0.21 -0.62 0.1682
H 4.137 4.726 3.638 -0.37 -0.19 -0.11 0.0283
H 2.999 4.445 4.965 -0.01 -0.60 0.42 0.0549
H 3.155 6.010 4.316 -0.07 0.11 -0.21 0.0665
H 2.082 5.248 2.202 0.04 1.23 -1.54 0.0759
H 1.037 5.046 3.615 0.61 -0.50 -0.72 0.1141
H 2.711 3.109 1.960 0.83 -0.30 -0.82 0.0802
H 0.988 2.954 1.978 0.24 0.48 0.30 0.0646
```
Positions in Å, forces in eV/Å.

Results
* HOMO level: -10.81 eV
* gap between HOMO and LUMO: 10.9 eV

=====

Record 4
C3H9N2 as an isolated structure at a distorted geometry. Source: OMol25; level of theory: ωB97M-V/def2-TZVPD.

Geometry as XYZ:
```
14
Properties=species:S:1:pos:R:3:forces:R:3:nbo_charge:R:1
C -1.249 -0.275 0.618 -1.07 0.01 0.28 -0.1345
C -1.069 0.209 -0.767 -0.49 1.38 -0.18 -0.3043
N 0.286 0.159 -1.132 1.52 -1.75 0.59 -0.5921
C 1.153 -0.355 -0.125 1.11 0.97 -0.50 -0.0967
N 0.880 0.287 1.175 -2.83 0.13 -1.45 -0.5070
H -0.232 0.459 1.332 1.45 0.40 0.16 0.3351
H -1.319 -1.337 0.760 0.92 -0.51 0.24 0.2471
H -1.959 0.192 1.291 -0.17 0.46 0.04 0.2642
H -1.440 1.222 -0.985 -0.34 -0.40 0.46 0.2439
H -1.657 -0.518 -1.333 -0.39 -0.18 -0.24 0.2708
H 0.710 0.874 -1.661 -0.22 0.93 -0.68 0.4156
H 1.175 -1.452 -0.077 0.14 0.29 0.12 0.2018
H 1.183 -0.275 1.932 0.18 -1.01 1.23 0.3975
H 2.130 0.090 -0.356 0.19 -0.75 -0.07 0.2587
```
Positions in Å, forces in eV/Å.

Results
* charge: +1
* HOMO level: -14.23 eV
* gap between HOMO and LUMO: 7.4 eV
* ΔE to the lowest compared entry with this formula, charge and spin: 452.7 kJ/mol